[1]
This record from OMol25 describes the molecule C5H8O at a distorted geometry. The level of theory is the ωB97M-V functional and the def2-TZVPD basis.

Last column: Mulliken charge in e.
Positions of all 14 atoms, in Å:
C (-1.6442, -0.9922, 0.1938)  -0.710
C (-0.5100, -0.9252, -0.5195)  -0.394
C (0.4863, 0.2321, -0.4746)  0.679
C (-0.0862, 1.5020, 0.0196)  -1.327
C (1.6583, -0.3669, 0.3974)  -0.185
O (2.7483, -0.7309, -0.0834)  -0.499
H (-2.0521, -0.2316, 0.7888)  0.237
H (-2.1769, -1.9939, 0.4371)  0.210
H (-0.1238, -1.8237, -0.9104)  0.394
H (0.9274, 0.3603, -1.5121)  0.221
H (-0.8277, 1.6666, -0.8518)  0.300
H (0.6674, 2.3217, 0.0796)  0.368
H (-0.6315, 1.4068, 0.9707)  0.297
H (1.5647, -0.4251, 1.4650)  0.409

Energy relative to the best compared isomer or geometry (same formula, charge and spin)   1.856 eV
HOMO-LUMO gap   0.3799 Eh
SMILES   C=C[C@@H](C)C=O

***

[2]
This record from OMol25 describes a structure of composition C24H25BrN4O2SiSr at a distorted geometry. The level of theory is the ωB97M-V functional and the def2-TZVPD basis.

Last column: Mulliken charge in e.
Positions of all 58 atoms, in Å:
Sr (-0.4917, 0.5816, 0.3499)  1.578
C (2.6707, 2.9081, -0.5040)  -1.217
C (1.3417, 3.6105, -0.3800)  0.391
C (1.2464, 4.9686, -0.5699)  -0.565
C (-0.0187, 5.5496, -0.4449)  -0.645
C (-1.1177, 4.7953, -0.1344)  -0.451
C (-0.9864, 3.3907, 0.0634)  1.082
N (0.2815, 2.8360, -0.0789)  -0.435
N (-2.0012, 2.5386, 0.3748)  -0.365
Si (-3.6525, 2.9599, 0.5678)  -0.414
C (-3.9423, 4.1868, 1.9284)  -0.963
C (-4.4175, 3.6349, -0.9779)  -0.963
C (-4.5696, 1.4048, 1.0310)  -0.854
H (3.3821, 3.2984, 0.2266)  0.319
H (3.1075, 3.0606, -1.4927)  0.333
H (2.5775, 1.8352, -0.3485)  0.140
H (2.1230, 5.5562, -0.8088)  0.410
H (-0.1376, 6.6179, -0.5961)  0.404
H (-2.0865, 5.2685, -0.0390)  0.266
H (-3.4867, 5.1640, 1.7418)  0.329
H (-3.5276, 3.8038, 2.8687)  0.286
H (-5.0188, 4.3419, 2.0721)  0.327
H (-3.9992, 4.6023, -1.2714)  0.328
H (-5.4999, 3.7638, -0.8587)  0.361
H (-4.2505, 2.9356, -1.8053)  0.278
H (-4.0269, 0.8357, 1.7960)  0.197
H (-4.7226, 0.7458, 0.1666)  0.137
H (-5.5587, 1.6382, 1.4437)  0.396
O (0.9732, -0.8259, -0.7098)  -0.913
C (0.9811, -1.4910, 0.3668)  1.035
O (0.7679, -0.9832, 1.5144)  -0.926
C (1.1881, -2.9888, 0.2755)  0.387
C (2.5007, -3.5265, 0.3650)  -0.465
C (2.6542, -4.8704, 0.2761)  -0.800
C (1.5120, -5.6947, 0.1063)  1.174
C (1.5894, -7.1103, 0.0081)  -0.685
C (0.4591, -7.8540, -0.1533)  -0.536
C (-0.8068, -7.2131, -0.2280)  -0.481
C (-0.9037, -5.8572, -0.1383)  -0.468
C (0.2615, -5.0661, 0.0349)  -0.207
N (0.1113, -3.7036, 0.1210)  -0.236
H (3.3501, -2.8687, 0.5003)  0.438
H (3.6391, -5.3208, 0.3340)  0.397
H (2.5612, -7.5883, 0.0651)  0.361
H (0.5243, -8.9323, -0.2253)  0.376
H (-1.7024, -7.8086, -0.3589)  0.389
H (-1.8567, -5.3441, -0.1979)  0.491
Br (-5.4603, -1.9058, -2.7433)  -0.159
C (-4.3615, -1.9505, -1.2198)  -0.041
C (-4.7299, -2.6655, -0.0964)  -0.168
C (-3.8859, -2.6550, 1.0003)  -0.878
C (-2.7093, -1.9364, 0.9159)  -0.289
N (-2.3560, -1.2289, -0.1615)  0.430
C (-3.1761, -1.2404, -1.2178)  -0.854
H (-5.6624, -3.2145, -0.0811)  0.507
H (-4.1243, -3.1992, 1.9040)  0.508
H (-2.0087, -1.9396, 1.7456)  0.455
H (-2.8886, -0.6624, -2.0877)  0.470

Energy relative to the best compared isomer or geometry (same formula, charge and spin)   0.661 eV
HOMO-LUMO gap   0.2704 Eh

***

[3]
This record from OMol25 describes the molecule C5H9NO2 at a distorted geometry. The level of theory is the ωB97M-V functional and the def2-TZVPD basis.

Last column: Mulliken charge in e.
Positions of all 17 atoms, in Å:
C (-0.0499, 1.6977, 1.0658)  -1.340
C (-0.1462, 0.2219, 1.2662)  0.915
O (0.2225, -0.2711, 2.5003)  -0.527
C (-0.6571, -0.6698, 0.3766)  -0.856
C (-1.1505, -0.4322, -1.0031)  -0.592
C (0.3798, -0.3491, -1.5924)  0.485
N (1.1234, -1.4968, -1.6262)  -0.394
O (0.7121, 0.6255, -2.2565)  -0.615
H (-0.1022, 1.9919, 0.0123)  0.308
H (-0.8691, 2.2018, 1.5897)  0.322
H (0.9014, 2.0770, 1.4518)  0.409
H (0.5250, 0.4647, 3.0585)  0.316
H (-0.6917, -1.7088, 0.7000)  0.516
H (-1.6138, 0.5450, -1.1472)  0.255
H (-1.6619, -1.2999, -1.4228)  0.312
H (2.0134, -1.4320, -2.1014)  0.246
H (1.0647, -2.1656, -0.8716)  0.240

Energy relative to the best compared isomer or geometry (same formula, charge and spin)   1.269 eV
HOMO-LUMO gap   0.3274 Eh
SMILES   C/C(O)=C\CC(N)=O